Entry 1:
This record from the OMol25 dataset describes 2 unconnected molecules or ions with the total composition C7H7BrO2 in a non-equilibrium geometry. The level of theory is the ωB97M-V functional and the def2-TZVPD basis.

Structure (XYZ):
```
17
C7H7BrO2 (the ωB97M-V functional and the def2-TZVPD basis)
C 1.2404 -0.4147 1.9548
C 1.0223 -0.1582 0.6864
Br 2.0412 -0.8575 -0.7763
C 0.0938 0.7938 0.1157
C -1.1044 1.2485 0.5983
C -1.6365 2.1399 -0.3772
C -0.6077 2.3687 -1.2326
O 0.4297 1.5073 -1.0029
H 1.8496 -1.3015 2.3361
H 0.6644 0.1806 2.6961
H -1.5946 0.8446 1.4475
H -2.5949 2.5140 -0.3257
H -0.3443 3.0675 -1.9874
C 0.1154 -2.9826 -1.0529
O -0.0253 -3.8357 -0.2241
H -0.1951 -1.9298 -0.9757
H 0.6460 -3.1849 -1.8803
```

As for the multiplicity: 1. The net charge is 0. Its largest force on an atom is 4.3 eV/Å. Its SMILES is C=C(Br)c1ccco1.C=O. Its HOMO energy is -8.75 eV. The calculation puts the energy above the lowest of the compared OMol25 structures with the same formula, charge and spin at 53.33 kcal per mole.

=====

Entry 2:
This record from the OMol25 dataset describes a molecular structure, C39H62AsN5NiPSi4Te. The level of theory is the ωB97M-V functional and the def2-TZVPD basis.

Structure (XYZ):
```
114
C39H62AsN5NiPSi4Te (the ωB97M-V functional and the def2-TZVPD basis)
Ni 0.2986 -0.2159 0.4891
C 0.2858 -3.6445 -2.8086
N -0.9426 -2.9094 -2.5430
C -2.1462 -3.3374 -3.2429
C -0.9240 -1.9344 -1.6112
N 0.0479 -1.7302 -0.7875
N -2.0457 -1.1089 -1.6094
C -2.4405 -0.2070 -0.6372
N -3.7064 0.2580 -0.8473
N -1.6778 0.1707 0.3252
H 0.1996 -4.1235 -3.7805
H 0.4728 -4.4171 -2.0578
H 1.1385 -2.9645 -2.8398
H -2.0963 -4.4127 -3.4020
H -2.2444 -2.8462 -4.2150
H -3.0333 -3.1429 -2.6447
H 0.7314 -2.4750 -0.7642
H -2.4996 -0.9876 -2.5036
H -4.3814 -0.3630 -1.2630
H -4.0810 0.9014 -0.1699
H -2.1625 0.7346 1.0136
C 2.7124 1.0208 -1.7456
C 3.7260 1.4058 -0.6732
As 5.5598 0.9232 -1.2405
C 5.1950 -0.9888 -1.4089
C 4.6796 -1.7399 -0.3541
C 4.3150 -3.0642 -0.5450
C 4.4731 -3.6555 -1.7942
C 4.9947 -2.9195 -2.8477
C 5.3512 -1.5885 -2.6548
C 6.3532 0.9775 0.5407
C 7.2785 0.0227 0.9525
C 7.9189 0.1498 2.1781
C 7.6386 1.2284 3.0046
C 6.7095 2.1783 2.6059
C 6.0767 2.0565 1.3774
P 1.0057 1.3397 -1.1790
C 0.0070 1.0683 -2.6776
C -1.2169 1.7187 -2.8321
C -2.0513 1.4079 -3.8960
C -1.6689 0.4454 -4.8232
C -0.4393 -0.1882 -4.6915
C 0.3940 0.1218 -3.6259
C 0.8857 3.1240 -0.9117
C 1.2075 4.0301 -1.9241
C 1.1419 5.3917 -1.6856
C 0.7478 5.8596 -0.4362
C 0.4225 4.9665 0.5718
C 0.4957 3.5994 0.3349
H 2.7824 -0.0534 -1.9430
H 2.8939 1.5436 -2.6891
H 3.5088 0.8879 0.2652
H 3.6966 2.4797 -0.4839
H 4.5583 -1.2936 0.6258
H 3.9181 -3.6351 0.2865
H 4.2076 -4.6957 -1.9390
H 5.1330 -3.3804 -3.8176
H 5.7539 -1.0146 -3.4818
H 7.5069 -0.8242 0.3163
H 8.6396 -0.5969 2.4867
H 8.1372 1.3241 3.9604
H 6.4781 3.0192 3.2499
H 5.3645 2.8158 1.0756
H -1.5203 2.4740 -2.1161
H -2.9957 1.9255 -4.0077
H -2.3124 0.2135 -5.6626
H -0.1211 -0.9146 -5.4294
H 1.3526 -0.3759 -3.5386
H 1.5066 3.6683 -2.9017
H 1.3965 6.0910 -2.4710
H 0.6960 6.9247 -0.2525
H 0.1177 5.3320 1.5440
H 0.2572 2.9003 1.1253
C 2.8370 -0.8092 7.5614
Si 3.1919 -1.0080 5.7285
C 3.5788 -2.7999 5.3418
C 4.6451 0.0691 5.2364
Si 1.3198 -0.3253 4.4939
Te 1.8473 -1.2065 2.1881
Si 1.1508 1.9947 4.4024
C 2.5296 2.6844 3.3310
C 1.2655 2.7364 6.1226
C -0.5323 2.4364 3.6674
Si -0.6991 -1.3679 5.0654
C -1.3548 -0.6620 6.6772
C -1.9604 -1.0730 3.6983
C -0.4172 -3.2123 5.2370
H 3.7184 -1.0728 8.1523
H 2.0177 -1.4579 7.8811
H 2.5654 0.2198 7.8087
H 4.4767 -3.1153 5.8801
H 3.7593 -2.9380 4.2735
H 2.7608 -3.4628 5.6314
H 5.5720 -0.3136 5.6729
H 4.5166 1.0984 5.5848
H 4.7777 0.0981 4.1516
H 3.4997 2.5172 3.8065
H 2.4126 3.7594 3.1670
H 2.5612 2.1860 2.3573
H 2.2387 2.5296 6.5748
H 0.4972 2.3347 6.7877
H 1.1416 3.8220 6.0832
H -0.7406 1.8085 2.7946
H -0.5872 3.4860 3.3691
H -1.3246 2.2532 4.3975
H -1.5477 0.4108 6.5931
H -0.6417 -0.8074 7.4921
H -2.2918 -1.1477 6.9625
H -2.2765 -0.0272 3.6636
H -2.8488 -1.6888 3.8651
H -1.5363 -1.3423 2.7268
H 0.2393 -3.4392 6.0799
H 0.0403 -3.6224 4.3335
H -1.3668 -3.7280 5.4042
```

As for the multiplicity: 3. The net charge is +1. Its largest force on an atom is 0.2 eV/Å. Its HOMO energy (alpha / beta) is -9.30 / -9.34 eV. The calculation puts the energy above the lowest of the compared OMol25 structures with the same formula, charge and spin at 0.00 kcal per mole.

=====

Entry 3:
This record from the OMol25 dataset describes a molecular structure, C45H48N9O2PReS3 in a non-equilibrium geometry. The level of theory is the ωB97M-V functional and the def2-TZVPD basis.

Structure (XYZ):
```
109
C45H48N9O2PReS3 (the ωB97M-V functional and the def2-TZVPD basis)
Re 0.0561 -0.2917 -0.1627
C 0.7674 -1.9198 5.2168
N 0.2086 -1.1794 4.1186
C -0.8141 -0.2915 4.1648
C -1.0269 0.1322 2.8812
N -0.1572 -0.4896 2.0567
C 0.5872 -1.2806 2.8248
P 1.8648 -2.4499 2.2617
C 2.7598 -1.2325 1.2353
N 2.2052 -0.4456 0.3187
C 3.1878 0.3571 -0.1511
C 4.3577 0.0469 0.4820
N 4.0790 -0.9618 1.3466
C 5.0203 -1.6350 2.1995
C 0.8316 -3.1120 0.9011
N 0.0261 -2.4234 0.0773
C -0.5911 -3.3466 -0.7067
C -0.1598 -4.5947 -0.3588
N 0.7294 -4.4343 0.6507
C 1.4671 -5.4784 1.3081
H 0.4627 -1.4687 6.1576
H 1.8562 -1.9133 5.1606
H 0.4182 -2.9538 5.1973
H -1.3004 -0.0249 5.0794
H -1.7292 0.8558 2.5169
H 2.9901 1.0786 -0.9163
H 5.3458 0.4451 0.3815
H 6.0333 -1.4012 1.8768
H 4.8728 -2.7144 2.1433
H 4.8988 -1.3191 3.2370
H -1.2893 -3.0762 -1.4712
H -0.4174 -5.5551 -0.7575
H 1.1398 -6.4401 0.9202
H 1.2987 -5.4511 2.3858
H 2.5357 -5.3698 1.1144
O 0.6561 1.7794 -0.9486
S -0.1637 2.8987 -1.5346
C 0.5440 4.4532 -0.7642
C 1.7617 4.1567 0.0918
C 1.5467 4.5281 1.5598
C 2.5724 3.8887 2.4744
S 2.2887 2.0440 2.6105
O 1.0991 1.7395 1.7900
C 1.6920 2.0574 4.3297
C 0.4705 2.6233 4.6485
C 0.0525 2.6314 5.9692
C 0.8476 2.0609 6.9508
C 2.0613 1.4796 6.6204
C 2.4883 1.4781 5.3023
C 0.5307 3.1238 -3.1906
C -0.2316 3.8771 -4.0702
C 0.1549 3.9798 -5.3933
C 1.2796 3.3044 -5.8384
C 2.0367 2.5536 -4.9547
C 1.6707 2.4699 -3.6202
H -0.2756 4.8528 -0.1722
H 0.7493 5.1330 -1.5847
H 2.6392 4.6744 -0.2969
H 1.9508 3.0814 0.0386
H 0.5556 4.1956 1.8714
H 1.5919 5.6123 1.6754
H 2.5196 4.3004 3.4794
H 3.5847 4.0062 2.0933
H -0.1403 3.0594 3.8721
H -0.8842 3.0966 6.2351
H 0.5252 2.0826 7.9802
H 2.6811 1.0444 7.3880
H 3.4382 1.0444 5.0262
H -1.1288 4.3643 -3.7240
H -0.4287 4.5702 -6.0799
H 1.5664 3.3600 -6.8754
H 2.8979 2.0121 -5.3117
H 2.2478 1.8781 -2.9277
C -6.8977 1.4099 -0.1349
C -5.7764 0.4675 0.1085
C -5.9503 -0.8962 0.3734
C -4.8031 -1.6559 0.5416
N -3.5814 -1.1497 0.4287
C -3.5244 0.1494 0.1631
S -2.0088 0.9487 -0.1080
N -4.5530 0.9653 0.0318
H -7.8619 0.9472 0.0482
H -6.8472 1.7474 -1.1697
H -6.7813 2.2924 0.4901
H -6.9341 -1.3290 0.4341
H -4.8505 -2.7146 0.7603
C -3.6160 0.3365 -4.4026
C -2.4217 0.9616 -4.7127
C -1.2717 0.6591 -4.0107
C -1.2876 -0.2525 -2.9467
C -2.5112 -0.8426 -2.6161
C -3.6514 -0.5583 -3.3448
N -0.1054 -0.6377 -2.2859
C 0.8744 -1.1559 -3.0848
C 2.0891 -1.6264 -2.5416
C 3.1250 -2.0560 -3.3384
C 2.9997 -2.0647 -4.7206
C 1.7746 -1.7212 -5.2750
C 0.7270 -1.3107 -4.4840
H -4.4991 0.5354 -4.9896
H -2.3766 1.6752 -5.5206
H -0.3439 1.1265 -4.2942
H -2.5616 -1.5372 -1.7905
H -4.5749 -1.0573 -3.0970
H 2.1936 -1.6748 -1.4714
H 4.0438 -2.3888 -2.8810
H 3.8242 -2.3690 -5.3443
H 1.6316 -1.7970 -6.3410
H -0.2228 -1.1026 -4.9472
```

As for the multiplicity: 4. The net charge is +2. Its largest force on an atom is 2.7 eV/Å. Its HOMO energy (alpha / beta) is -11.54 / -11.48 eV.

=====

Question: The highest net charge belongs to which entry?
Answer: C45H48N9O2PReS3